19
Properties=species:S:1:pos:R:3 method="wB97M-V/def2-TZVPD" total_energy_ha=-286.33518 smiles=CCN.NCN homo_ev=-9.617 e_lumo_ev=0.975 de_lowest_kj_mol=43.1
C 0.8960 -0.4173 -2.6146
C 0.7154 0.7840 -1.6773
N -0.6272 1.4180 -1.7294
H 0.7536 -0.1638 -3.6641
H 1.8899 -0.8398 -2.3968
H 0.3028 -1.2465 -2.2349
H 0.9298 0.5865 -0.6438
H 1.3869 1.5965 -1.9737
H -0.8873 1.4710 -2.7243
H -1.3430 0.7458 -1.4298
N -0.9210 0.5129 1.8530
C 0.1537 -0.4978 1.8302
N -0.1761 -1.8002 2.3918
H -0.6284 1.3012 2.4177
H -1.0059 0.9228 0.9270
H 0.5377 -0.6718 0.8253
H 1.0092 -0.1474 2.4493
H -0.3691 -1.6999 3.3863
H -1.1069 -1.9951 2.0183

***

20
Properties=species:S:1:pos:R:3 method="wB97M-V/def2-TZVPD" total_energy_ha=-361.46526 smiles="C=N.CCO.NN" homo_ev=-6.664 e_lumo_ev=0.932 de_lowest_kj_mol=418.0
C 0.7981 0.1531 1.9339
N 0.5887 -1.1001 1.8343
H 1.6619 0.5573 1.4315
H 0.2170 0.8376 2.5508
H -0.2414 -1.4409 2.3086
C -0.2478 2.4967 -0.2986
C -1.2705 1.3829 -0.1624
O -0.7526 -0.0805 -0.4127
H -0.7473 3.4477 -0.4885
H 0.3382 2.6150 0.6062
H 0.4236 2.3058 -1.1349
H -2.0260 1.4766 -0.9590
H -1.8053 1.3987 0.7952
H -0.2560 -0.0844 -1.2408
N 0.2387 -2.5231 -0.5524
N 0.9349 -2.0939 -1.7407
H 0.4861 -1.9635 0.4964
H -0.7578 -2.4477 -0.7448
H 0.5235 -2.5408 -2.5583
H 1.8943 -2.3964 -1.6637

***

20
Properties=species:S:1:pos:R:3 method="wB97M-V/def2-TZVPD" total_energy_ha=-361.55281 smiles=NCCNCN.O homo_ev=-9.468 e_lumo_ev=0.969 de_lowest_kj_mol=188.1
N 0.2223 2.4116 -0.2147
C 1.2148 1.5594 0.5784
C 0.6629 0.1599 1.1671
N -0.1896 -0.5074 0.1565
C -0.9153 -1.6586 0.7717
N -1.7098 -2.4172 -0.2719
H 0.5598 2.2328 -1.1548
H 0.5150 3.3576 0.0309
H 2.1258 1.3038 -0.0385
H 1.7473 2.1762 1.4342
H 0.0608 0.5000 2.0720
H 1.5101 -0.4919 1.2410
H -0.9992 0.1313 -0.0617
H -0.1992 -2.4198 1.3297
H -1.6852 -1.3904 1.4954
H -2.7143 -2.1872 -0.1241
H -1.5223 -2.0651 -1.1553
O 0.7304 0.0145 -2.4375
H 0.3802 -0.5078 -3.1825
H 0.2056 -0.2016 -1.6357

***

20
Properties=species:S:1:pos:R:3 method="wB97M-V/def2-TZVPD" total_energy_ha=-340.78643 homo_ev=-13.232 e_lumo_ev=-4.495 de_lowest_kj_mol=412.3 total_charge=+1
C 2.0314 0.0888 -1.0059
C 1.9887 -0.9260 0.2067
C -1.8336 0.0329 -1.2810
N -1.5249 0.0079 -0.0283
N -1.7190 2.2168 1.6041
N 1.0081 -2.8704 0.0009
N 0.7642 -1.6833 0.0089
H 2.8072 -0.3744 -1.6420
H 0.9973 0.0845 -1.4281
H 2.2564 1.1364 -0.5323
H 1.8809 -0.4831 1.1918
H 2.9201 -1.5127 0.2639
H -2.2656 0.8606 -1.7120
H -1.9324 0.7768 0.6594
H 0.0560 -3.4171 -0.2023
H -0.8115 2.1467 2.1443
H -2.4625 2.4266 2.2032
H -1.5377 -0.8163 -1.8364
H -1.7741 3.0666 1.0971
H -0.8491 -0.7615 0.2879

***

21
Properties=species:S:1:pos:R:3 method="wB97M-V/def2-TZVPD" total_energy_ha=-416.04856 homo_ev=-12.177 e_lumo_ev=-2.990 de_lowest_kj_mol=332.7 total_charge=+1
C 1.8918 0.5847 1.0599
C 1.1184 -0.3043 0.4307
C 1.3031 -0.8942 -0.9593
N 2.5443 -1.1242 -1.4389
N 0.2374 -1.1051 -1.5910
N -0.9408 1.9481 2.0923
N -2.3097 -0.6868 -0.9980
O -1.8430 1.0265 1.4886
H -1.2151 2.2659 3.0358
H 1.6807 0.9818 1.9953
H 2.8652 0.8485 0.5398
H 0.1231 -0.5982 0.7582
H 2.8526 -1.5716 -2.2508
H -2.3148 0.5269 2.1714
H 0.3973 -1.2019 -2.5895
H -0.8232 -0.8467 -1.3275
H 3.2582 -0.8727 -0.8037
H -0.9257 2.8437 1.4603
H -2.6250 -1.1145 -1.8501
H -2.4790 0.2591 -1.1451
H -2.7958 -0.9649 -0.0783

***

19
Properties=species:S:1:pos:R:3 method="wB97M-V/def2-TZVPD" total_energy_ha=-327.28381 smiles=CCNC.O.O homo_ev=-8.874 e_lumo_ev=0.590 de_lowest_kj_mol=152.4
C 1.2796 1.4940 -1.2046
C 1.7133 0.5451 -0.1276
N 0.5681 -0.2419 0.4323
C 0.9387 -1.5523 1.0124
H 0.1860 1.5243 -1.4453
H 1.6628 1.3205 -2.2287
H 1.3944 2.5744 -0.8946
H 1.9688 1.0910 0.8024
H 2.5752 -0.0121 -0.4109
H -0.1696 -0.3669 -0.2457
H 1.4755 -1.3335 1.9316
H 0.0693 -2.1675 1.1851
H 1.6360 -2.1032 0.4029
O -3.1473 0.3054 -1.1199
H -2.8757 -0.3142 -1.8910
H -2.3775 0.8578 -0.8875
O -2.5350 -0.2384 1.6406
H -1.8858 -0.6426 2.2190
H -2.4768 -0.7402 0.8294

***

20
Properties=species:S:1:pos:R:3 method="wB97M-V/def2-TZVPD" total_energy_ha=-725.50008 smiles=C[C@@H](N)CS.O.O homo_ev=-9.446 e_lumo_ev=0.386 de_lowest_kj_mol=55.9
C -1.6052 -2.2074 -1.1181
C -0.4861 -1.3054 -0.6062
N -0.8862 -0.7583 0.7040
C 0.8606 -2.0200 -0.6776
S 2.1506 -1.2062 0.3515
H -1.5757 -2.4572 -2.1834
H -2.5789 -1.8057 -0.8636
H -1.5904 -3.1553 -0.5897
H -0.4643 -0.4420 -1.2759
H -0.4507 -1.3344 1.4226
H -0.3789 0.1149 0.8095
H 0.7487 -3.0019 -0.2284
H 1.1480 -2.1858 -1.7225
H 2.8767 -2.3221 0.4797
O 0.3535 5.5245 -0.4671
H 0.9793 5.4943 0.2606
H 0.3167 4.6381 -0.8342
O 0.4315 3.1593 2.1353
H 0.6741 2.2230 2.1349
H -0.5231 3.0478 2.2686

***

20
Properties=species:S:1:pos:R:3 method="wB97M-V/def2-TZVPD" total_energy_ha=-725.46334 smiles=C[C@H](N)CS.O.O homo_ev=-9.152 e_lumo_ev=0.237 de_lowest_kj_mol=152.4
C -0.0459 -0.2127 -2.1750
C 0.8081 -0.8559 -1.0863
N 1.3643 -2.2913 -1.3811
C -0.0651 -1.2118 0.1634
S 0.9750 -1.2019 1.7024
H -0.3582 0.7527 -1.9848
H 0.5155 -0.1488 -3.1123
H -0.9018 -0.7875 -2.5525
H 1.5966 -0.0608 -0.9033
H 1.8231 -2.6060 -0.4990
H 2.0461 -2.4635 -2.2107
H -0.4487 -2.1263 -0.0018
H -0.9251 -0.4977 0.2633
H 0.3228 -0.3013 2.5031
O -2.8771 1.7471 0.6606
H -2.4905 2.3660 1.1943
H -2.1793 1.4943 -0.0301
O -0.6237 3.8915 0.2335
H -0.1518 4.7794 0.2305
H -0.1736 3.4429 0.9669

***

| no. | gap between HOMO and LUMO (eV) |
| --- | --- |
| 1 | 10.592 |
| 2 | 7.595 |
| 3 | 10.437 |
| 4 | 8.737 |
| 5 | 9.187 |
| 6 | 9.463 |
| 7 | 9.832 |
| 8 | 9.389 |